Formula: C40H54N2OP2PdS
Source: the Open Molecules 2025 dataset
Level of theory: ωB97M-V with the def2-TZVPD basis set

The geometry in XYZ format:
```
101
Properties=species:S:1:pos:R:3:lowdin_charge:R:1
Pd 0.3231 -0.5430 -0.3135 0.170
S 0.0659 -3.5596 -2.4468 0.892
P 0.3934 0.2394 2.1431 1.081
P 2.3807 0.5288 -1.0558 1.051
O 0.5155 -2.9581 -1.1938 -0.591
N -2.0933 -0.4730 -0.8092 0.014
N 1.0946 2.2432 0.4877 -0.035
C -5.0008 -0.7226 1.4277 -0.127
C 3.6397 4.3855 -1.9819 -0.153
C 2.6926 2.3156 -1.1984 -0.309
C 0.1228 -2.4350 2.1001 -0.166
C -4.8820 -2.0367 1.8674 -0.155
C 4.7509 0.9239 0.6328 -0.113
C 3.4300 0.1831 0.4628 -0.546
C -1.5146 2.1824 -3.2202 -0.116
C -1.3177 1.2614 -2.2249 -0.054
C -3.8310 1.5877 -3.3160 -0.146
C -2.3828 0.4973 -1.7090 -0.319
C -3.6515 0.6790 -2.2969 -0.065
C 3.3319 -0.0878 -2.5802 -0.533
C 3.5205 3.0024 -2.0630 -0.131
C 1.8872 3.0211 -0.2566 -0.332
C -2.1794 3.8528 0.9986 -0.130
C 2.9362 5.0746 -1.0002 -0.143
C -2.0217 1.8288 2.2776 -0.128
C -0.9059 3.6614 0.5142 -0.053
C -2.8877 -2.2607 0.5506 -0.094
C -3.0197 -0.9450 0.0420 -0.322
C -0.7273 1.6374 1.8369 -0.310
C -0.1275 2.5635 0.9372 -0.334
C -2.7753 2.3526 -3.7858 -0.157
C -2.4531 -3.3533 -3.4289 -0.244
C -3.7979 -2.7889 1.4336 -0.135
C -2.5873 -4.3203 -2.2566 -0.247
C 3.5355 -1.3225 0.6721 -0.142
C 2.0723 4.4173 -0.1537 -0.057
C 1.1748 0.8467 3.7817 -0.516
C -4.1084 -0.1836 0.5339 -0.062
C 4.8505 -0.1589 -2.5169 -0.136
C -1.1986 -4.8815 -2.0079 -0.303
C 2.7406 -1.4171 -3.0296 -0.164
C -2.7446 2.9528 1.8933 -0.149
C 0.2435 1.3852 4.8600 -0.129
C 2.0598 -0.2477 4.3646 -0.139
C -0.6811 -1.2355 2.6083 -0.530
C -1.2642 -1.5279 3.9865 -0.119
C -1.2705 -2.4683 -3.1020 -0.311
H -1.7311 -0.6516 4.4277 0.048
H -0.5165 -1.9164 4.6802 0.056
H 1.4585 -1.1106 4.6410 0.047
H -3.3596 -2.7604 -3.5666 0.112
H -5.8143 -0.1067 1.7989 0.088
H 2.7990 -0.5663 3.6343 0.048
H -2.9264 -3.7698 -1.3789 0.081
H 0.3670 -2.2292 1.0435 0.000
H 1.6537 -1.3473 -3.0011 0.022
H -2.7547 4.7173 0.6695 0.086
H 5.2645 -0.3355 -3.5124 0.065
H -0.5080 4.3282 -0.2385 0.092
H 4.0861 2.4890 -2.8312 0.081
H -0.3393 0.5874 5.3108 0.048
H -2.0349 -2.2948 3.8776 0.061
H 1.0549 -2.5580 2.6575 0.063
H -1.5211 -1.0951 1.9190 0.057
H 3.0443 0.6553 -3.3359 0.090
H 0.8284 1.8546 5.6579 0.063
H -0.4477 -3.3618 2.1677 0.066
H 5.2683 0.7660 -2.1336 0.048
H 4.3207 -1.7690 0.0615 0.054
H 3.0506 -1.6696 -4.0468 0.067
H 4.2830 4.9212 -2.6744 0.073
H -3.3121 -5.1130 -2.4646 0.104
H 3.0602 6.1514 -0.9098 0.082
H 5.1699 -0.9781 -1.8786 0.057
H -3.6638 -3.8068 1.7934 0.093
H -0.3315 1.0853 -1.7832 0.043
H -2.4927 1.0976 2.9230 0.094
H 3.7451 -1.5674 1.7155 0.056
H -4.4954 0.0900 -1.9601 0.095
H -5.6162 -2.4589 2.5443 0.071
H -1.4717 -1.7668 -2.2730 0.060
H 3.0389 -2.2265 -2.3684 0.065
H -4.1974 0.8524 0.2317 0.102
H -1.0079 -5.1435 -0.9697 0.081
H 1.5421 4.9655 0.6151 0.097
H -0.4349 2.1247 4.4447 0.058
H -0.9765 -5.7341 -2.6508 0.066
H 2.5725 -1.7640 0.3935 0.031
H 2.7334 0.5696 1.2199 0.026
H -2.2645 -3.9164 -4.3517 0.101
H -3.7587 3.1048 2.2510 0.078
H 2.5814 0.0988 5.2627 0.065
H 5.0272 0.9502 1.6891 0.064
H 4.6489 1.9514 0.2873 0.061
H 1.8149 1.6777 3.4525 0.099
H -4.8235 1.7106 -3.7470 0.082
H -0.6823 2.7888 -3.5587 0.093
H -2.0105 -2.8209 0.2527 0.089
H -2.9327 3.0787 -4.5772 0.071
H 5.5644 0.4475 0.0885 0.050
H -0.8851 -1.9272 -3.9656 0.087
```

Computed properties:
Gap between HOMO and LUMO   0.1475 Ha
Multiplicity   1
Total charge   -2
HOMO   0.029 eV
ΔE to the lowest compared entry with this formula, charge and spin   129.4 kJ/mol
DFT total energy   -2950.09937 Eh